(1)
# C31H62B4O14

6 unconnected molecules or ions with the total composition C31H62B4O14 (the ωB97M-V functional and the def2-TZVPD basis, OMol25).

Last column: Mulliken charge in e.
Geometry (Å):
C: 5.865 1.810 2.587  -1.0099
C: 4.330 2.278 2.365  -0.0413
O: 4.126 3.428 3.237  -0.3007
C: 2.802 3.968 3.097  0.4303
O: 2.627 5.083 3.661  -0.5595
C: 1.635 3.215 2.272  -0.3309
C: 0.226 3.956 2.427  -0.4170
C: -1.057 2.997 2.315  -0.8265
B: -1.042 1.964 1.071  0.2710
O: -1.969 0.831 1.149  -0.1019
B: -2.850 1.074 0.000  0.3466
C: -4.377 1.511 0.302  -0.5959
C: -5.257 1.837 -1.013  -0.2856
C: -6.037 3.228 -0.732  -0.6094
O: -7.372 3.261 -1.334  -0.3508
C: -8.112 4.193 -0.515  0.6547
C: -7.659 5.701 -0.265  -0.7508
O: -9.172 3.820 0.051  -0.5413
O: -2.235 0.939 -1.297  -0.3230
B: -0.938 1.611 -1.305  0.0498
B: -0.275 1.835 -2.839  0.2764
O: 0.924 1.165 -3.296  -0.6720
O: -0.966 2.712 -3.768  -0.5477
O: -0.243 2.070 -0.127  0.1672
H: 5.878 0.666 2.436  0.3032
H: 6.489 2.332 1.790  0.2667
H: 6.246 2.077 3.642  0.2752
H: 4.180 2.564 1.272  0.2173
H: 3.646 1.444 2.735  0.2190
H: 1.546 2.104 2.551  0.2934
H: 1.939 3.222 1.156  0.2250
H: 0.088 4.856 1.730  0.2056
H: 0.207 4.398 3.495  0.3472
H: -1.274 2.447 3.296  0.2928
H: -1.966 3.694 2.143  0.3145
H: -4.312 2.507 0.892  0.1257
H: -4.919 0.788 1.021  0.3498
H: -4.639 1.893 -1.978  0.1993
H: -6.034 0.998 -1.129  0.3097
H: -5.448 4.142 -1.120  0.2398
H: -6.184 3.424 0.396  0.4177
H: -6.558 5.829 0.007  0.2506
H: -8.261 6.185 0.590  0.3032
H: -7.829 6.333 -1.214  0.2670
H: 1.590 1.195 -2.577  0.3145
H: -0.425 2.809 -4.590  0.2889
C: 0.573 -1.631 -5.320  -0.5429
C: 0.850 -3.016 -5.862  -0.4892
C: 1.716 -3.615 -4.772  -0.0365
O: 1.308 -3.008 -3.537  -0.4434
C: 0.454 -1.894 -3.832  0.0808
H: -0.318 -1.164 -5.742  0.3690
H: 1.429 -0.977 -5.516  0.2370
H: -0.087 -3.577 -5.945  0.2675
H: 1.335 -3.017 -6.840  0.3164
H: 2.774 -3.376 -4.928  0.0986
H: 1.611 -4.699 -4.701  0.0914
H: -0.570 -2.176 -3.560  0.1422
H: 0.750 -1.036 -3.230  -0.0292
C: -0.949 -5.119 0.192  -0.7140
C: -0.403 -4.085 -0.768  -0.1479
C: 0.082 -3.003 0.176  -0.0960
O: 0.482 -3.659 1.388  -0.4233
C: 0.022 -5.016 1.351  -0.1397
H: -1.005 -6.124 -0.229  0.3768
H: -1.954 -4.828 0.518  0.2870
H: 0.443 -4.504 -1.322  0.1256
H: -1.137 -3.723 -1.489  0.2563
H: -0.722 -2.302 0.425  -0.0216
H: 0.924 -2.438 -0.231  0.2078
H: 0.894 -5.661 1.196  0.2852
H: -0.437 -5.275 2.308  -0.0164
C: -1.418 -5.297 5.699  -0.5091
C: 0.079 -5.112 5.582  -0.4379
C: 0.520 -5.191 7.030  -0.4879
O: -0.404 -6.061 7.698  -0.3904
C: -1.524 -6.295 6.834  -0.4304
H: -1.891 -5.646 4.779  0.3055
H: -1.887 -4.350 5.987  0.2689
H: 0.512 -5.942 5.013  0.2264
H: 0.370 -4.178 5.098  0.3758
H: 0.468 -4.211 7.516  0.2676
H: 1.535 -5.581 7.139  0.2710
H: -1.454 -7.324 6.466  0.2639
H: -2.453 -6.191 7.400  0.2809
C: 4.511 -7.089 -6.958  -0.5850
C: 3.827 -7.202 -8.302  -0.5202
C: 2.402 -6.810 -7.964  -0.5242
O: 2.475 -5.881 -6.873  -0.3347
C: 3.809 -5.893 -6.347  -0.3425
H: 5.593 -6.959 -7.024  0.3408
H: 4.310 -7.985 -6.362  0.2742
H: 4.259 -6.478 -9.000  0.2607
H: 3.901 -8.194 -8.751  0.3294
H: 1.820 -7.675 -7.630  0.2762
H: 1.884 -6.346 -8.807  0.2667
H: 4.293 -4.955 -6.641  0.2433
H: 3.773 -5.938 -5.256  0.2875
C: 1.419 9.079 4.838  -0.5703
C: 2.138 8.540 3.621  -0.3855
C: 1.011 8.423 2.615  -0.0602
O: 0.062 9.452 2.932  -0.4405
C: 0.393 10.004 4.214  -0.4349
H: 2.075 9.587 5.547  0.3602
H: 0.915 8.261 5.363  0.2473
H: 2.875 9.271 3.272  0.2578
H: 2.652 7.594 3.797  0.2399
H: 0.500 7.458 2.702  -0.0257
H: 1.353 8.544 1.585  0.3019
H: 0.808 11.005 4.051  0.2609
H: -0.512 10.097 4.819  0.2725

Forces on atoms 1 to 2 (eV/Å):
-0.9 -0.1 -0.4
1.6 -0.9 0.8

Results
spin multiplicity	1
SMILES	CCOC(=O)CCCB1OB(CCCOC(C)=O)OB(B(O)O)O1.C1CCOC1.C1CCOC1.C1CCOC1.C1CCOC1.C1CCOC1
DFT total energy	-2371.3167	hartree
Kohn-Sham gap	0.338	hartree
HOMO level	-9.26	eV

---

(2)
# C2HFOSm

A molecular structure, C2HFOSm (the ωB97M-V functional and the def2-TZVPD basis, OMol25).

Last column: natural (NBO) charge in e.
Geometry (Å):
H: -1.685 -0.564 -0.047  0.4575
O: -1.521 1.051 -0.059  -0.3199
C: -0.734 0.075 0.302  0.0836
C: 0.586 -0.139 0.196  0.0963
F: 1.244 -0.007 1.412  -0.2355
Sm: 2.110 -0.416 -1.804  1.9180

Forces on atoms 1 to 2 (eV/Å):
1.9 -0.9 1.0
2.7 -1.7 1.7

Results
spin multiplicity	7
relative energy (zero: lowest compared OMol25 entry of this formula, charge and spin)	2.6818	eV
net charge	+2
<S²>	12.043
DFT total energy	-908.9590	hartree
Kohn-Sham gap (spin up / spin down)	0.284 / 0.270	hartree
HOMO level (spin up / spin down)	-19.05 / -18.76	eV

---

(3)
# C11H11F3O11P2PtS

A molecular structure, C11H11F3O11P2PtS (the ωB97M-V functional and the def2-TZVPD basis, OMol25).

Last column: natural (NBO) charge in e.
Geometry (Å):
Pt: 0.132 0.025 -0.299  1.5428
C: -4.089 -0.895 2.034  -0.6361
C: -2.984 -0.229 1.227  -0.5132
O: -3.479 1.016 0.711  -0.7043
P: -1.607 0.224 2.296  2.3935
O: -1.031 -1.031 3.035  -0.9834
O: -2.174 1.096 3.467  -0.9651
O: -0.547 1.032 1.543  -1.0157
P: -2.530 -1.284 -0.200  2.3534
O: -1.532 -2.400 0.407  -1.0206
O: -3.644 -1.896 -0.912  -1.0545
O: -1.568 -0.368 -1.069  -0.9493
H: -4.495 -0.199 2.765  0.2393
H: -3.712 -1.775 2.557  0.2342
H: -4.871 -1.203 1.343  0.2598
H: -2.816 1.395 0.101  0.5042
H: -0.439 -1.573 2.474  0.5563
H: -1.567 1.770 3.802  0.5359
H: -1.841 -3.281 0.152  0.5308
F: -3.861 7.890 -3.649  -0.3196
C: -3.859 7.599 -2.340  0.9749
F: -5.142 7.506 -1.942  -0.3222
F: -3.326 8.654 -1.694  -0.3230
C: -3.101 6.334 -2.038  -0.1526
C: -2.462 5.622 -3.036  -0.1663
C: -1.764 4.463 -2.724  -0.2007
C: -1.715 4.020 -1.409  -0.0217
C: -2.363 4.737 -0.405  -0.2064
C: -3.050 5.895 -0.722  -0.1648
C: -0.997 2.805 -1.079  -0.1091
C: -0.465 1.778 -0.779  -0.1796
H: -2.504 5.967 -4.060  0.2350
H: -1.262 3.904 -3.501  0.2303
H: -2.322 4.387 0.617  0.2228
H: -3.551 6.456 0.056  0.2292
O: 0.873 -1.559 0.885  -0.9611
S: 1.899 -1.641 -0.315  2.4920
O: 2.868 -2.658 -0.338  -0.8398
O: 2.336 -0.169 -0.341  -0.9140
O: 0.858 -1.588 -1.392  -0.8113

Forces on atoms 1 to 2 (eV/Å):
1.2 -0.2 3.0
-0.1 -0.1 0.0

Results
spin multiplicity	1
relative energy (zero: lowest compared OMol25 entry of this formula, charge and spin)	2.6983	eV
DFT total energy	-2753.2661	hartree
Kohn-Sham gap	0.236	hartree
HOMO level	-9.47	eV

---

(4)
# H4N2O2P

A molecular structure, H4N2O2P (the ωB97M-V functional and the def2-TZVPD basis, OMol25).

Last column: natural (NBO) charge in e.
Geometry (Å):
N: 0.092 -1.028 -1.737  -1.1495
N: 0.507 0.445 1.820  -1.1321
O: -1.661 -0.076 0.358  -1.1650
O: 0.181 1.579 -0.534  -1.1558
P: -0.239 0.335 0.108  2.2436
H: 0.556 -0.280 -2.213  0.3224
H: -0.883 -0.831 -2.008  0.3306
H: 1.450 0.105 1.815  0.3471
H: -0.003 -0.250 2.391  0.3587

Forces on atoms 1 to 2 (eV/Å):
-0.5 0.7 2.5
-1.4 -1.5 -1.8

Results
spin multiplicity	1
relative energy (zero: lowest compared OMol25 entry of this formula, charge and spin)	2.4832	eV
net charge	-1
DFT total energy	-603.8293	hartree
Kohn-Sham gap	0.307	hartree
HOMO level	-4.12	eV

---

(5)
# C36H42BHfN6O6PS3

A molecular structure, C36H42BHfN6O6PS3 (the ωB97M-V functional and the def2-TZVPD basis, OMol25).

Last column: Mulliken charge in e.
Geometry (Å):
Hf: -0.319 0.143 0.336  1.0334
C: -2.519 4.142 1.216  -1.1881
C: -2.064 3.409 2.482  0.5396
C: -0.600 3.707 2.782  -1.2991
C: -2.502 1.961 2.465  0.0470
C: -3.716 1.602 3.060  -1.2085
C: -3.888 0.265 2.797  -0.5257
N: -2.830 -0.162 2.111  0.4863
N: -1.947 0.864 1.901  0.4019
B: -2.665 -1.548 1.463  0.0168
N: -2.756 -1.484 -0.080  -0.0810
C: -3.803 -1.875 -0.816  -0.5855
C: -3.433 -1.875 -2.142  -1.1376
C: -2.098 -1.448 -2.152  -0.1174
N: -1.698 -1.218 -0.901  0.5401
C: -1.177 -1.370 -3.333  2.1273
C: -1.831 -0.641 -4.504  -1.7990
C: -0.758 -2.790 -3.735  -1.3778
N: -1.252 -2.048 1.857  1.3613
C: -0.883 -2.349 3.132  -0.5136
C: 0.185 -3.193 3.083  -1.5260
C: 0.452 -3.364 1.701  -0.0386
N: -0.421 -2.695 0.977  -0.5728
C: 1.584 -4.125 1.072  0.8305
C: 1.555 -4.037 -0.449  -1.1534
C: 2.928 -3.635 1.620  -1.3909
H: -2.294 5.206 1.314  0.4133
H: -2.001 3.767 0.338  0.0800
H: -3.593 4.031 1.057  0.3726
H: -2.651 3.814 3.311  0.3422
H: 0.022 3.543 1.909  0.0013
H: -0.510 4.760 3.056  0.5312
H: -0.216 3.102 3.605  0.2995
H: -4.371 2.258 3.607  0.4984
H: -4.678 -0.423 3.051  0.4968
H: -3.557 -2.248 1.862  -0.1700
H: -4.727 -2.150 -0.336  0.5187
H: -4.035 -2.148 -2.990  0.5221
H: -0.285 -0.826 -3.024  -0.6245
H: -2.730 -1.168 -4.832  0.3430
H: -2.096 0.381 -4.239  0.3869
H: -1.141 -0.605 -5.350  0.4298
H: -1.631 -3.396 -3.985  0.3512
H: -0.110 -2.755 -4.613  0.4363
H: -0.219 -3.290 -2.929  0.1085
H: -1.435 -1.951 3.969  0.5298
H: 0.720 -3.614 3.918  0.4371
H: 1.460 -5.173 1.368  0.5294
H: 1.557 -2.995 -0.777  -0.2073
H: 2.437 -4.520 -0.870  0.4722
H: 0.663 -4.508 -0.864  0.4412
H: 3.079 -2.583 1.370  0.0255
H: 2.984 -3.735 2.706  0.4112
H: 3.747 -4.208 1.181  0.4898
O: 0.992 1.557 1.455  -0.3168
S: 1.603 0.522 2.351  1.6721
O: 1.140 0.526 3.698  -0.7202
O: 1.280 -0.727 1.565  0.0540
C: 3.367 0.673 2.381  -0.1047
C: 3.924 0.714 3.654  -0.8575
C: 5.299 0.836 3.790  -0.8130
C: 6.095 0.933 2.662  -0.7683
C: 5.525 0.886 1.398  -0.2223
C: 4.153 0.734 1.225  -1.0047
P: 3.349 0.623 -0.419  1.5556
C: 4.245 1.943 -1.325  0.3018
C: 4.397 3.188 -0.713  -0.2392
C: 4.962 4.252 -1.397  -0.6747
C: 5.377 4.092 -2.712  -0.6147
C: 5.213 2.864 -3.334  -0.6495
C: 4.647 1.798 -2.648  -0.4670
C: 4.031 -0.905 -1.156  0.6455
C: 3.361 -1.336 -2.305  -0.6205
C: 3.759 -2.486 -2.970  -0.6600
C: 4.813 -3.242 -2.477  -0.7416
C: 5.459 -2.844 -1.316  -0.6585
C: 5.072 -1.683 -0.660  -0.5495
H: 3.281 0.659 4.521  0.6305
H: 5.741 0.863 4.777  0.4245
H: 7.167 1.050 2.763  0.4364
H: 6.152 0.982 0.520  0.6036
H: 4.055 3.339 0.305  0.4157
H: 5.068 5.210 -0.905  0.4282
H: 5.816 4.921 -3.251  0.3858
H: 5.525 2.729 -4.362  0.4255
H: 4.526 0.852 -3.159  0.3253
H: 2.512 -0.767 -2.672  0.4485
H: 3.231 -2.799 -3.862  0.4140
H: 5.124 -4.142 -2.991  0.3913
H: 6.271 -3.439 -0.916  0.4147
H: 5.582 -1.401 0.253  0.3649
O: -0.960 2.022 -3.040  -0.7468
S: -0.369 2.011 -1.738  1.0711
O: 0.447 0.661 -1.518  -0.2628
O: -1.423 1.660 -0.642  -0.7798
S: 0.687 3.525 -1.248  -0.2725

Forces on atoms 1 to 2 (eV/Å):
-0.8 -0.3 -0.9
0.0 0.0 0.0

Results
spin multiplicity	1
DFT total energy	-3786.0739	hartree
Kohn-Sham gap	0.301	hartree
HOMO level	-8.15	eV

---

(6)
# C19H19IPPdS2

A molecular structure, C19H19IPPdS2 (the ωB97M-V functional and the def2-TZVPD basis, OMol25).

Last column: natural (NBO) charge in e.
Geometry (Å):
Pd: 0.361 -0.335 -0.716  0.4910
I: 3.068 -0.302 -0.930  0.3699
C: 3.007 1.784 -0.934  -0.1650
C: 4.192 2.453 -0.906  -0.2203
C: 4.176 3.864 -0.857  -0.2006
C: 2.984 4.522 -0.832  -0.1545
C: 1.751 3.824 -0.874  -0.0734
C: 0.526 4.530 -0.861  -0.1594
C: -0.655 3.863 -0.945  -0.2010
C: -0.674 2.451 -1.026  -0.2471
C: 0.483 1.715 -1.014  -0.2105
C: 1.737 2.402 -0.932  -0.0605
H: 5.134 1.923 -0.919  0.2323
H: 5.110 4.406 -0.838  0.2353
H: 2.958 5.604 -0.782  0.2285
H: 0.551 5.610 -0.789  0.2251
H: -1.592 4.405 -0.939  0.2284
H: -1.642 1.982 -1.122  0.2179
S: -1.863 -0.442 -1.336  0.1477
C: -2.217 -2.110 -1.221  -0.2243
C: -3.563 -2.525 -1.090  -0.2248
C: -3.864 -3.855 -0.994  -0.1694
C: -2.838 -4.829 -0.995  -0.1967
C: -1.532 -4.455 -1.122  -0.1534
C: -1.193 -3.085 -1.262  -0.2599
S: 0.402 -2.599 -1.548  0.0209
H: -4.342 -1.774 -1.067  0.2364
H: -4.896 -4.165 -0.900  0.2352
H: -3.090 -5.876 -0.890  0.2346
H: -0.737 -5.189 -1.128  0.2273
C: 0.901 0.161 2.666  -0.9711
P: -0.023 -0.886 1.522  1.1725
C: 0.452 -2.570 1.986  -0.9677
C: -1.737 -0.746 2.074  -0.9674
H: 0.680 -0.148 3.689  0.2539
H: 0.613 1.204 2.530  0.2649
H: 1.970 0.063 2.480  0.2594
H: 0.040 -2.799 2.970  0.2480
H: 1.539 -2.645 2.022  0.2581
H: 0.076 -3.288 1.260  0.2648
H: -1.815 -1.146 3.087  0.2485
H: -2.400 -1.300 1.412  0.2633
H: -2.036 0.302 2.070  0.2628

Forces on atoms 1 to 2 (eV/Å):
0.1 -1.0 -1.6
-0.5 0.0 0.1

Results
spin multiplicity	1
relative energy (zero: lowest compared OMol25 entry of this formula, charge and spin)	0.7362	eV
net charge	+1
DFT total energy	-2298.4975	hartree
Kohn-Sham gap (spin up / spin down)	0.207 / 0.192	hartree
HOMO level (spin up / spin down)	-10.85 / -10.76	eV

---

(7)
# C5H10ClNSi

A single C5H10ClNSi molecule (the ωB97M-V functional and the def2-TZVPD basis, OMol25).

Last column: natural (NBO) charge in e.
Geometry (Å):
C: -2.969 -1.747 -0.273  -0.4350
N: -2.299 -0.487 -0.247  -0.3731
C: -1.062 -0.518 0.050  0.0465
C: -0.391 0.738 0.331  -0.0553
Cl: -1.431 2.114 0.709  0.0090
C: 1.017 0.800 0.217  -0.3673
C: 1.631 2.222 0.142  -0.6722
Si: 2.329 -0.594 0.083  0.8639
H: -3.344 -1.894 -1.301  0.2019
H: -3.923 -1.834 0.304  0.2066
H: -2.417 -2.542 0.023  0.1711
H: -0.341 -1.329 0.092  0.1674
H: 1.689 2.480 -0.999  0.2272
H: 0.958 3.026 0.562  0.2462
H: 2.649 2.404 0.441  0.2225
H: 1.954 -1.965 0.625  -0.1447
H: 3.632 -0.179 0.563  -0.1459
H: 2.318 -0.694 -1.323  -0.1686

Forces on atoms 1 to 2 (eV/Å):
-3.2 1.3 -2.0
0.5 -0.6 1.4

Results
spin multiplicity	1
SMILES	C/N=C/C(Cl)=C(/C)[SiH3]
relative energy (zero: lowest compared OMol25 entry of this formula, charge and spin)	0.2685	eV
DFT total energy	-1000.8569	hartree
Kohn-Sham gap	0.328	hartree
HOMO level	-8.73	eV

---

(8)
# C3H2NP

A single C3H2NP molecule (the ωB97M-V functional and the def2-TZVPD basis, OMol25).

Last column: natural (NBO) charge in e.
Geometry (Å):
C: -0.105 -0.818 1.274  -0.5666
P: 1.294 0.004 1.172  0.7857
C: 0.516 0.027 -0.512  -0.6082
C: -0.356 1.037 -0.878  0.2082
N: -1.036 1.912 -1.192  -0.3128
H: -1.014 -1.363 1.312  0.2413
H: 0.701 -0.800 -1.175  0.2525

Forces on atoms 1 to 2 (eV/Å):
2.0 1.8 -2.5
-0.7 -0.4 0.1

Results
spin multiplicity	1
SMILES	C#P=CC#N
relative energy (zero: lowest compared OMol25 entry of this formula, charge and spin)	1.3568	eV
DFT total energy	-511.4782	hartree
Kohn-Sham gap (spin up / spin down)	0.315 / 0.315	hartree
HOMO level (spin up / spin down)	-9.10 / -9.10	eV